{"formula": "C29H51MnNO2SSi2", "method": "the ωB97M-V functional and the def2-TZVPD basis", "s_squared": 8.82, "lumo_energy_ev": [-0.237, -0.238], "multiplicity": 6, "elements": ["O", "O", "C", "C", "H", "H", "H", "H", "H", "C", "C", "H", "H", "H", "H", "H", "C", "C", "C", "H", "H", "H", "H", "H", "C", "H", "H", "H", "H", "H", "H", "Mn", "C", "Si", "H", "H", "C", "C", "C", "C", "Si", "H", "H", "C", "C", "C", "H", "H", "H", "H", "H", "H", "H", "H", "H", "H", "H", "H", "H", "H", "H", "H", "H", "H", "S", "C", "C", "C", "C", "C", "C", "N", "C", "C", "C", "C", "C", "C", "C", "H", "H", "H", "H", "H", "H", "H", "H"], "positions_angstrom": [[-0.36298, 4.10807, -1.28858], [0.13973, 2.75012, -3.25727], [-1.55036, 3.38949, -0.59425], [-1.88977, 4.35753, 0.52636], [-1.17445, 2.40575, -0.26085], [-2.32624, 3.25827, -1.35862], [-1.35988, 4.03514, 1.43851], [-2.97612, 4.31654, 0.68898], [-1.59228, 5.40078, 0.28009], [0.93510, 3.81997, -0.53476], [1.95624, 4.75337, -1.13586], [1.18028, 2.73976, -0.63314], [0.68126, 4.06462, 0.50005], [2.44983, 4.29701, -2.00964], [2.73766, 4.94308, -0.38072], [1.49414, 5.71745, -1.42189], [1.16561, 1.80239, -3.77981], [-0.86859, 3.13223, -4.24745], [2.38615, 1.81059, -2.90397], [1.45375, 2.12566, -4.79199], [0.74449, 0.77890, -3.83530], [2.89720, 2.77326, -2.94106], [3.11044, 1.09100, -3.29093], [2.14871, 1.51702, -1.88219], [-0.71654, 4.57564, -4.65963], [-1.82534, 2.96786, -3.73522], [-0.84739, 2.44106, -5.10737], [-0.70372, 5.24818, -3.79274], [-1.58304, 4.86263, -5.26206], [0.18303, 4.72688, -5.26629], [-0.20726, 3.79852, -2.23943], [0.07504, -1.72388, 0.97019], [-0.51798, -0.85124, -0.49741], [-1.87139, -1.21130, -1.75297], [0.45408, -0.68918, -1.01539], [-0.77554, 0.13058, -0.04739], [-3.12241, 0.18313, -1.83773], [-2.63787, -2.83352, -1.28652], [-1.07386, -1.29422, -3.44534], [-1.45336, -1.31306, 2.10230], [-1.59813, -2.96095, 3.01299], [-2.37389, -1.05099, 1.54862], [-1.22333, -0.46713, 2.77875], [-2.24222, -4.32853, 1.89311], [-2.81211, -2.69032, 4.43062], [0.06267, -3.54955, 3.68030], [-1.57115, -2.09101, -4.01540], [-0.00319, -1.52291, -3.37334], [-1.18969, -0.34225, -3.98148], [-3.68115, 0.28388, -0.89835], [-3.83567, -0.04747, -2.64318], [-2.65983, 1.15520, -2.06159], [-3.37605, -2.70375, -0.49186], [-1.91468, -3.58098, -0.95221], [-3.14521, -3.23032, -2.17100], [-3.68498, -2.12398, 4.07672], [-2.34080, -2.11758, 5.24136], [-3.16815, -3.64343, 4.84605], [0.61556, -2.74305, 4.18165], [0.71629, -3.97120, 2.90261], [-0.12050, -4.34156, 4.42220], [-2.55540, -5.18391, 2.51073], [-1.48006, -4.69649, 1.19168], [-3.11606, -4.00658, 1.31100], [3.83892, -1.84103, 3.06164], [2.93285, -0.48853, 3.79258], [3.15727, 0.12962, 5.01712], [2.23992, 1.09567, 5.45391], [1.15394, 1.48065, 4.65197], [0.94603, 0.87533, 3.41079], [1.80680, -0.16027, 3.03124], [1.61642, -1.08719, 1.99232], [2.62148, -1.99341, 1.86950], [2.51883, -2.96089, 0.80096], [3.49519, -3.92067, 0.45616], [3.30100, -4.75678, -0.63999], [2.14582, -4.62945, -1.40728], [1.14264, -3.70585, -1.04273], [1.30445, -2.89890, 0.07044], [4.01252, -0.16747, 5.62035], [2.36965, 1.56212, 6.42843], [0.46345, 2.25273, 4.98717], [0.14448, 1.17559, 2.73573], [4.38652, -4.02153, 1.06928], [4.06449, -5.50344, -0.89034], [2.03570, -5.27612, -2.27909], [0.24297, -3.61141, -1.64281]], "mulliken_charge": [-0.168, -0.260, 0.180, -1.306, 0.147, 0.325, 0.331, 0.447, 0.280, 0.152, -1.054, -0.114, 0.505, 0.101, 0.404, 0.285, 0.155, -0.537, -1.343, 0.459, -0.082, 0.305, 0.481, 0.152, -1.144, 0.197, 0.559, 0.259, 0.436, 0.306, 0.572, -1.487, 0.840, 0.435, 0.152, -0.853, -0.707, -0.961, -1.316, -0.553, 0.039, 0.425, 0.327, -0.961, -1.123, -0.856, 0.482, 0.392, 0.224, 0.316, 0.355, -0.279, 0.163, 0.252, 0.526, 0.297, 0.291, 0.326, 0.210, 0.241, 0.435, 0.389, 0.274, 0.254, -0.495, 0.925, -0.538, -0.545, -0.715, -0.257, -0.918, 0.358, 0.927, -0.283, -0.865, -0.604, -0.950, 0.745, 0.803, 0.391, 0.353, 0.381, 0.402, 0.368, 0.351, 0.378, 0.213]}

=====

{"formula": "FH3N2", "method": "the ωB97M-V functional and the def2-TZVPD basis", "smiles": "NNF", "lumo_energy_ev": 1.256, "multiplicity": 1, "elements": ["N", "N", "F", "H", "H", "H"], "positions_angstrom": [[-0.82026, -0.03273, -0.18334], [0.39109, 0.68695, -0.01569], [1.52518, -0.24228, -0.17333], [-0.54762, -0.58552, -1.04552], [-1.10821, -0.67509, 0.47840], [0.55982, 0.84867, 0.93949]], "mulliken_charge": [-0.384, -0.096, -0.272, 0.283, 0.224, 0.245]}

=====

{"formula": "C3H3N2PS", "method": "the ωB97M-V functional and the def2-TZVPD basis", "lumo_energy_ev": -1.042, "multiplicity": 1, "elements": ["C", "C", "C", "N", "N", "P", "S", "H", "H", "H"], "positions_angstrom": [[0.51790, 1.19118, -0.00124], [1.15153, -0.00665, -0.01396], [-0.74907, -1.45289, -0.06710], [-0.80453, 1.39922, -0.06738], [0.53775, -1.19884, 0.01911], [-1.64617, 0.01662, -0.10202], [-3.52827, 0.03748, 0.02057], [1.10618, 2.00173, 0.07746], [2.15996, -0.10253, -0.14948], [1.25472, -1.88532, 0.28404]], "mulliken_charge": [-0.165, -0.217, -0.263, -0.515, -0.031, 0.434, -0.353, 0.450, 0.415, 0.244]}

=====

{"formula": "C3H3ClN2", "method": "the ωB97M-V functional and the def2-TZVPD basis", "smiles": "ClC1=NN1.C#C", "lumo_energy_ev": 0.459, "multiplicity": 1, "elements": ["Cl", "C", "N", "N", "H", "C", "C", "H", "H"], "positions_angstrom": [[-1.28366, 1.80328, 0.07909], [-1.21066, 0.11556, -0.32941], [-1.54849, -0.97786, 0.16880], [-1.39012, -0.75081, -1.35744], [-0.43779, -1.09115, -1.56961], [1.22952, -0.10892, 1.19771], [1.54887, 0.36067, 0.16385], [1.13890, -0.31105, 2.23192], [1.95342, 0.96027, -0.58492]], "mulliken_charge": [-0.070, 0.493, -0.333, -0.418, 0.281, -0.051, -0.617, 0.347, 0.367]}

=====

{"formula": "BrClO3S", "method": "the ωB97M-V functional and the def2-TZVPD basis", "lumo_energy_ev": -3.300, "multiplicity": 1, "elements": ["O", "O", "O", "S", "Cl", "Br"], "positions_angstrom": [[0.08946, -0.09616, 1.39133], [-0.18939, -1.69913, -0.51375], [1.21706, 0.26669, -0.81042], [-0.13895, -0.38972, 0.02237], [1.57146, 1.75130, -0.14292], [-2.54964, 0.16702, 0.05338]], "mulliken_charge": [-0.405, -0.411, -0.204, 1.017, 0.065, -0.062]}

=====

{"formula": "C4H7N3", "method": "the ωB97M-V functional and the def2-TZVPD basis", "lumo_energy_ev": 0.875, "multiplicity": 1, "elements": ["N", "C", "C", "C", "N", "C", "N", "H", "H", "H", "H", "H", "H", "H"], "positions_angstrom": [[-2.17594, -0.07990, 0.36484], [-0.98292, -0.07395, -0.27458], [0.05222, -1.11376, -0.04667], [1.07054, -0.24112, 0.13146], [2.38978, -0.40004, 0.41346], [0.48338, 1.13218, -0.04612], [-0.58576, 0.89400, -1.15331], [-2.89874, 0.58814, 0.15499], [-2.32210, -0.72469, 1.12451], [-0.00805, -2.17306, -0.28225], [2.96293, 0.39083, 0.15619], [2.80834, -1.31171, 0.29923], [0.01226, 1.50406, 0.87497], [-1.21371, 1.69632, -1.17225]], "mulliken_charge": [-0.426, 0.923, -1.102, 0.854, -0.463, -1.107, -0.454, 0.196, 0.216, 0.386, 0.264, 0.240, 0.193, 0.280]}

=====

Values for DFT total energy, a.u., ordered as above
-3468.8246; -211.0643; -965.0732; -685.6006; -3657.9796; -320.7527
Values for max |F|, eV Å⁻¹, ordered as above
4.96; 4.73; 3.57; 3.38; 2.51; 0.45